# 1
Computed, not measured: a molecular structure, C12H18BiClIN2OPS, with the ωB97M-V functional and the def2-TZVPD basis.

As for the spin multiplicity: 1. As for the total charge: +2. The HOMO-LUMO gap (alpha / beta) comes out at 2.501 / 4.104 eV. The LUMO energy (alpha / beta) is -11.41 / -9.84 eV. For the energy, the calculation gives -64333.34279 eV.

XYZ file:
```
38
Properties=species:S:1:pos:R:3:forces:R:3
C 0.485954 -1.009919 -0.589863 -0.435 -1.134 -0.006
I 1.235852 2.092969 -1.158880 0.046 0.977 0.348
H 0.098331 -2.031564 -0.725386 0.261 0.258 -0.051
H 1.003498 -0.962007 0.372461 -0.125 0.267 -0.112
H 1.143007 -0.725721 -1.410225 -0.186 -0.058 0.089
Bi -1.471090 0.173131 -0.266161 0.469 -0.961 1.811
P -0.806851 0.244403 -3.157068 0.346 0.253 -3.876
C 0.760390 0.495958 -4.103407 0.503 0.147 0.800
C -1.469771 -1.217296 -4.044929 -0.053 -0.718 1.101
H -2.839123 1.570652 -3.415420 0.199 0.090 -0.217
H -1.851368 1.539253 -4.918411 0.150 -0.183 0.350
H -1.361813 2.572983 -3.525543 -0.185 -0.183 -0.150
C -1.818461 1.618219 -3.819899 -0.333 0.438 1.068
H -2.347551 -1.617036 -3.521693 0.148 0.018 -0.285
H -1.734018 -0.930840 -5.072572 0.113 0.233 0.305
H 0.540532 0.513326 -5.181218 -0.283 -0.207 0.329
H 1.468348 -0.313096 -3.889199 -0.110 0.110 -0.115
H -0.689936 -1.991614 -4.072373 -0.266 0.165 0.031
H 1.229855 1.446079 -3.817321 -0.229 -0.397 -0.299
C 3.701322 0.541755 -0.517341 1.412 -1.956 0.637
O 4.395435 -0.313999 -0.232333 -1.403 1.861 -0.594
Cl -2.910476 -1.905555 -0.677422 0.608 1.011 -0.216
N -2.179506 -2.295569 2.364944 0.249 0.253 0.053
C -1.309594 -1.423570 2.881243 0.106 0.060 0.390
N -0.784187 -0.368002 2.270795 -0.759 -0.489 -1.186
C 0.136197 0.305342 3.088544 0.548 0.409 0.422
C 0.935439 1.407170 2.743944 -0.487 -0.471 0.020
C 1.812676 1.939379 3.692717 -0.144 -0.217 -0.212
C 1.910564 1.376416 4.973724 -0.332 -0.206 -0.079
C 1.123850 0.268747 5.318709 0.213 0.229 -0.156
C 0.250304 -0.259545 4.372281 0.263 0.444 -0.271
S -0.783988 -1.658333 4.536900 0.051 0.347 -0.489
H -2.465685 -3.056451 2.970964 -0.161 0.102 -0.549
H -2.450236 -2.244077 1.379359 -0.045 -0.342 0.785
H 0.824852 1.810393 1.732719 0.209 0.090 0.488
H 2.434704 2.791962 3.416050 -0.201 -0.231 0.171
H 2.593173 1.815080 5.703434 -0.230 -0.220 -0.223
H 1.189387 -0.199006 6.297868 0.074 0.211 -0.110
```
Positions in Å, forces in eV/Å.

Atom charges from the Mulliken analysis, given in e for atoms 1 to 4:
1 C -1.24
2 I 0.23
3 H 0.48
4 H 0.39


# 2
Computed, not measured: 9 unconnected molecules or ions with the total composition C43H66FN4O26, with the ωB97M-V functional and the def2-TZVPD basis.

As for the spin multiplicity: 1. As for the total charge: +1. The HOMO-LUMO gap comes out at 9.214 eV. The LUMO energy is -2.54 eV. For the energy, the calculation gives -107569.40836 eV.

XYZ file:
```
140
Properties=species:S:1:pos:R:3:forces:R:3
C -3.660213 0.578264 0.836448 0.111 0.210 0.700
C -2.694021 -0.664523 0.720997 -0.801 0.664 -1.133
C -1.166968 -0.309391 0.683547 -0.699 -1.744 -0.343
N -0.695933 0.540722 1.813863 0.142 -1.363 0.590
C 0.103314 -0.160960 2.753692 -0.063 2.285 -1.005
N 1.300107 0.456806 3.071520 -1.188 -3.868 1.966
C 1.917978 -0.380956 4.039108 -0.023 -1.349 0.389
C 3.292192 0.021119 4.668748 -1.208 0.603 0.674
C 3.018109 1.367522 5.500415 -0.066 0.270 -0.227
C 4.123713 2.452215 5.260925 0.481 0.938 0.305
N 4.329634 3.427951 6.321977 -0.689 -1.204 -0.600
O 4.794233 2.521058 4.251860 -0.585 -0.945 0.557
C 1.069126 -1.501500 4.275729 1.402 2.550 -0.923
N -0.087128 -1.327277 3.434415 1.890 1.465 0.238
C -1.267510 -2.219511 3.306996 -0.011 -0.747 -1.083
C -1.014830 -3.445799 4.257160 -0.452 0.618 -0.253
O -1.208216 -3.371146 5.421339 -0.262 -0.340 -0.897
F -0.517028 -4.583993 3.672822 -0.564 1.477 0.359
H -3.247063 1.499651 0.346252 -0.332 -0.853 0.196
H -3.803471 0.828317 1.935989 0.065 -0.105 -1.109
H -4.699530 0.309410 0.458736 1.897 0.717 0.400
H -2.989779 -1.406242 1.505159 0.409 0.626 -0.671
H -2.927225 -1.155028 -0.264422 0.322 0.493 1.135
H -0.897586 0.090189 -0.332552 -0.196 0.148 1.210
H -0.608167 -1.292551 0.771029 -0.417 1.064 -0.322
H -1.450319 1.073764 2.254219 0.231 -0.151 -0.196
H 1.671069 1.328569 2.699725 -0.449 -0.362 -0.115
H 4.075117 0.201972 3.878927 -0.856 -0.237 0.822
H 3.635549 -0.728045 5.437262 -0.348 0.468 -1.229
H 2.874633 1.161938 6.599051 0.367 0.223 -1.193
H 2.037319 1.819414 5.159223 1.056 -0.287 0.361
H 5.290749 3.769210 6.312743 -0.467 0.165 -0.406
H 3.646817 4.178194 6.202184 0.316 -0.137 0.420
H 1.273748 -2.317849 4.996161 -0.561 0.643 -0.939
H -2.221376 -1.670127 3.551085 1.137 -0.697 0.211
H -1.365897 -2.529947 2.224808 0.233 0.122 1.242
C -9.724666 -0.033064 -1.065758 0.296 -0.122 -0.035
C -8.471132 -0.870531 -0.964649 -1.092 0.358 -0.557
C -8.674166 -2.201745 -0.302001 -0.184 -0.413 -0.225
O -7.373019 -2.472817 0.226251 0.396 0.393 0.251
C -6.785556 -1.268680 0.450455 -0.077 0.044 -0.046
O -5.762523 -1.117537 1.055755 -0.812 -0.660 0.111
O -7.504994 -0.260765 -0.097832 0.633 -0.591 0.397
H -9.484807 0.966838 -1.416152 -0.015 -0.200 -0.116
H -10.441029 -0.485281 -1.755086 0.121 -0.074 -0.020
H -10.199977 0.082050 -0.093320 0.073 -0.167 -0.074
H -8.011820 -0.978353 -1.952661 0.101 -0.080 0.103
H -8.978506 -2.978351 -1.002912 0.208 -0.052 0.095
H -9.384617 -2.171035 0.529082 -0.007 0.152 -0.067
C -0.692101 -0.240962 -5.041812 -0.274 0.070 -0.399
C -1.738848 -0.172638 -3.955922 0.699 0.128 -0.141
C -2.105592 -1.507391 -3.377546 0.285 -0.290 0.240
O -3.438494 -1.280289 -2.919301 -0.212 0.295 -0.190
C -3.962517 -0.297483 -3.708464 -0.289 0.245 -0.185
O -5.112905 0.012934 -3.719953 0.256 -0.149 0.087
O -2.998618 0.276109 -4.478272 -0.594 -0.353 0.402
H -0.576905 0.732256 -5.521440 0.094 -0.029 0.129
H 0.272114 -0.548586 -4.636449 -0.074 0.042 0.034
H -0.984242 -0.944635 -5.825896 -0.044 -0.045 0.112
H -1.427127 0.536686 -3.169487 -0.460 -0.736 -0.640
H -1.456933 -1.798138 -2.552815 -0.229 -0.001 0.055
H -2.127961 -2.314123 -4.117752 0.056 0.091 -0.073
C 3.361607 4.500265 -2.911960 -0.194 0.229 0.225
C 2.769793 3.110362 -2.880459 0.671 0.868 -0.076
C 2.448423 2.550705 -4.235548 0.390 -0.215 -0.420
O 1.396058 1.630371 -3.934883 -0.282 0.185 0.537
C 0.774814 2.094803 -2.820980 -0.197 0.119 0.157
O -0.260523 1.673598 -2.393592 0.960 0.618 0.329
O 1.482910 3.106809 -2.252402 -0.409 -0.649 -0.180
H 3.433854 4.906876 -1.901025 0.103 -0.086 -0.036
H 4.357531 4.491772 -3.359154 -0.037 -0.063 0.024
H 2.728533 5.185468 -3.479874 0.012 -0.121 -0.048
H 3.421130 2.437949 -2.311299 -0.066 -0.085 -0.080
H 3.295324 2.037875 -4.690529 -0.180 -0.143 0.018
H 2.064248 3.297360 -4.935677 0.050 0.081 0.140
C -9.038541 1.414161 4.247523 -0.003 -0.398 -0.151
C -9.134471 2.364286 3.076306 0.215 -0.436 0.861
C -10.258833 3.356464 3.180278 -0.038 0.494 0.224
O -10.527758 3.648483 1.809248 0.133 -0.404 -0.205
C -10.162196 2.548570 1.094849 -0.156 0.104 -0.438
O -10.414676 2.375909 -0.055451 -0.141 0.668 0.659
O -9.470049 1.669197 1.873059 -0.267 0.411 -0.324
H -8.303852 0.632431 4.043821 0.062 0.132 0.040
H -8.746764 1.942595 5.156675 0.001 0.030 -0.079
H -9.991597 0.910527 4.424993 -0.013 0.132 -0.023
H -8.172089 2.862139 2.917732 -0.087 0.072 -0.048
H -9.974424 4.259184 3.720409 -0.070 0.052 -0.205
H -11.165746 2.941329 3.629350 0.124 -0.120 0.040
C 8.639133 2.235216 -0.486140 0.013 -0.378 -0.163
C 8.520757 3.231288 -1.616171 0.261 -0.467 0.891
C 7.355133 4.170133 -1.487745 -0.025 0.529 0.266
O 7.094003 4.512343 -2.850251 0.071 -0.397 -0.256
C 7.516532 3.458517 -3.603608 0.038 -0.115 -0.346
O 7.286233 3.327498 -4.765748 -0.100 0.092 0.439
O 8.231146 2.576905 -2.855186 -0.347 0.488 -0.400
H 9.408249 1.494299 -0.711362 0.050 0.138 0.057
H 8.895423 2.734443 0.449631 0.012 0.032 -0.084
H 7.705209 1.685500 -0.346417 -0.020 0.126 -0.023
H 9.463467 3.774466 -1.736849 -0.100 0.073 -0.039
H 7.593676 5.058812 -0.904110 -0.071 0.056 -0.204
H 6.459235 3.698818 -1.072070 0.123 -0.126 0.039
C 0.927689 -3.715237 7.229315 0.262 0.006 0.227
C 2.197026 -4.531169 7.320851 -0.779 0.519 -0.126
C 2.016593 -5.878419 7.963453 -0.110 -0.522 -0.188
O 3.317694 -6.135607 8.489505 0.079 0.451 0.011
C 3.889408 -4.923285 8.736481 0.536 -0.048 0.389
O 4.898096 -4.764457 9.342121 -0.292 -0.006 -0.198
O 3.144557 -3.914874 8.194212 0.250 -0.401 0.039
H 1.151335 -2.700092 6.893791 -0.016 -0.045 0.063
H 0.219713 -4.167657 6.533796 0.368 -0.064 0.354
H 0.447447 -3.621702 8.205769 0.043 -0.073 -0.036
H 2.660736 -4.616715 6.330930 0.040 -0.145 0.043
H 1.727817 -6.649679 7.249584 0.181 -0.060 0.105
H 1.303274 -5.872929 8.792576 -0.040 0.164 -0.090
C 7.856614 2.483592 -7.751921 0.133 -0.343 -0.223
C 7.743218 3.476646 -8.884222 0.215 -0.574 0.832
C 6.580385 4.419898 -8.758210 -0.034 0.498 0.199
O 6.320986 4.760111 -10.119628 0.107 -0.326 -0.181
C 6.740356 3.704542 -10.874940 -0.069 -0.125 -0.512
O 6.511549 3.573491 -12.034240 0.031 0.054 0.321
O 7.453749 2.820482 -10.121969 -0.289 0.499 -0.298
H 8.623823 1.738981 -7.974751 0.040 0.122 0.008
H 8.112325 2.982296 -6.818951 -0.033 -0.004 -0.109
H 6.921011 1.937061 -7.611689 -0.025 0.141 -0.007
H 8.688056 4.017027 -9.005165 -0.095 0.086 -0.031
H 6.821592 5.308877 -8.175735 -0.064 0.049 -0.189
H 5.683390 3.951534 -8.342192 0.132 -0.130 0.048
C 0.392658 -6.484071 -2.626378 -0.019 0.278 -0.325
C -0.013560 -5.727490 -1.383152 0.453 -0.734 -0.680
C -1.163857 -6.342287 -0.638082 -0.005 -0.466 0.330
O -1.729845 -5.208135 0.024094 0.085 0.552 -0.218
C -1.436205 -4.123090 -0.739432 -0.160 0.075 -0.110
O -1.909260 -3.036746 -0.578717 0.427 -0.669 0.099
O -0.537516 -4.434686 -1.709650 -0.441 0.296 0.574
H 1.126602 -5.912139 -3.197079 0.058 -0.087 0.118
H 0.824121 -7.452990 -2.370597 -0.011 0.073 0.055
H -0.462524 -6.644091 -3.286724 -0.025 -0.020 0.131
H 0.855363 -5.581555 -0.732655 -0.099 0.015 0.068
H -0.844149 -7.093747 0.083115 -0.118 0.171 0.107
H -1.925370 -6.775322 -1.292102 0.126 0.048 -0.092
```
Positions in Å, forces in eV/Å.

Atom charges from the Mulliken analysis, given in e for atoms 1 to 4:
1 C -1.28
2 C 0.76
3 C -0.26
4 N -0.08


> Look up the spin multiplicity of the first one.

1


> Look up the total charge of the first one.

+2